{"formula": "C4H12N2OS", "method": "wB97M-V/def2-TZVPD", "symbols": ["C", "C", "C", "C", "N", "N", "O", "S", "H", "H", "H", "H", "H", "H", "H", "H", "H", "H", "H", "H"], "coordinates": [[3.599, 0.280, -0.747], [-1.828, 1.564, 0.866], [-1.302, -1.957, -0.198], [-0.935, 0.402, 0.365], [-1.845, -0.612, -0.333], [0.149, 0.901, -0.481], [2.121, -1.021, 0.797], [2.195, 0.236, 0.125], [3.987, -0.612, -1.094], [3.741, 1.307, -1.260], [-2.317, 1.223, 1.794], [-2.753, 1.767, 0.217], [-1.222, 2.490, 1.052], [-1.709, -2.740, -0.903], [-0.215, -2.105, -0.456], [-1.572, -2.396, 0.749], [-0.601, -0.118, 1.146], [-1.974, -0.265, -1.319], [-0.096, 0.479, -1.387], [2.578, 1.176, 1.067]], "mulliken_charge": [-0.707, -1.191, -0.749, 0.174, -0.481, -0.638, -0.516, 0.608, 0.330, 0.235, 0.307, 0.273, 0.327, 0.328, 0.230, 0.274, 0.403, 0.308, 0.302, 0.183], "max_force_ev_per_a": 4.722, "homo_lumo_gap_ev": [7.6, 7.8]}